23
Properties=species:S:1:pos:R:3:forces:R:3:nbo_charge:R:1 method="wB97M-V/def2-TZVPD" gap_ev=10.26 lumo_ev=0.953 smiles="C[C@H](N)[C@H](N)C=O.CO" spin_multiplicity=1
C -1.017183 -1.558838 -2.290204 0.02 0.26 0.23 -0.615
C -1.034848 -0.261690 -1.489730 0.06 -0.15 0.16 -0.034
N -0.481665 0.809970 -2.314631 0.01 0.05 -0.10 -0.849
C -0.183815 -0.397741 -0.195351 -0.24 -0.20 0.05 -0.166
N -0.829715 -1.322349 0.720941 -0.01 -0.02 -0.03 -0.833
C -0.095109 0.979212 0.415663 -1.22 0.73 0.05 0.477
O -0.935330 1.479698 1.155614 0.81 -0.49 -0.94 -0.594
H -1.415509 -2.381165 -1.702375 -0.06 -0.09 0.00 0.215
H 0.000069 -1.794126 -2.598227 0.10 -0.03 -0.04 0.210
H -1.632058 -1.454551 -3.183158 -0.06 -0.03 -0.06 0.210
H -2.064795 -0.061037 -1.155644 0.17 -0.03 -0.01 0.186
H -0.873743 0.764856 -3.248411 0.03 0.08 0.06 0.362
H -0.716782 1.717910 -1.928814 -0.03 0.00 -0.14 0.360
H 0.836183 -0.693354 -0.492545 -0.10 0.11 0.01 0.182
H -0.413299 -1.229770 1.640504 0.01 -0.10 -0.05 0.382
H -0.697693 -2.277123 0.411370 0.01 0.05 0.06 0.358
H 0.726690 1.588897 -0.002689 0.05 0.05 0.24 0.123
C 2.175725 1.075130 2.729713 -0.02 0.15 0.22 -0.246
O 0.990855 0.338231 2.510462 -1.40 0.60 0.49 -0.749
H 2.998358 0.490408 2.319176 -0.01 0.05 0.02 0.183
H 2.139804 2.049625 2.229195 0.07 -0.06 0.04 0.165
H 2.349011 1.225295 3.800536 0.08 0.06 -0.09 0.170
H 0.174849 0.912513 2.668606 1.74 -1.01 -0.16 0.501


22
Properties=species:S:1:pos:R:3:forces:R:3:nbo_charge:R:1 method="wB97M-V/def2-TZVPD" gap_ev=9.16 lumo_ev=0.790 smiles=CNC[C@@H](CS)NC spin_multiplicity=1
C -2.480968 1.492205 1.500291 -0.77 3.18 -3.72 -0.416
N -2.021934 0.346592 0.699364 -0.78 2.49 -0.27 -0.647
C -0.897741 0.689802 -0.181911 -0.75 -5.37 -1.98 -0.204
C 0.428220 -0.194747 -0.039456 -1.67 0.02 -3.51 -0.055
C 0.220886 -1.720387 0.161497 3.54 -1.15 -2.39 -0.536
S 1.369693 -2.439445 1.419988 0.04 1.54 0.49 -0.060
N 0.999099 0.025232 -1.463939 -0.11 1.25 3.10 -0.651
C 2.384491 0.096617 -1.704453 3.15 1.21 1.53 -0.409
H -3.569756 1.640690 1.589925 0.31 -1.08 0.69 0.205
H -1.883326 1.503549 2.353857 0.30 0.73 1.95 0.180
H -2.339888 2.537705 0.888900 0.40 -2.42 1.34 0.177
H -1.837617 -0.300743 1.410704 0.96 -1.58 0.48 0.354
H -1.320719 0.350084 -1.231097 1.09 0.93 1.62 0.175
H -0.550840 1.660523 -0.308015 0.03 2.05 0.44 0.209
H 1.088654 0.189772 0.720037 0.35 0.25 -0.03 0.203
H 0.472213 -2.313630 -0.849551 0.32 1.62 1.84 0.219
H -0.640182 -2.258151 0.262556 -3.30 0.03 1.19 0.224
H 1.506823 -1.237648 2.131834 -0.12 -1.39 -0.57 0.119
H 0.465599 -0.446889 -2.133791 -0.70 -0.75 -0.83 0.366
H 3.020496 -0.274491 -0.826547 -0.96 0.28 -0.88 0.184
H 2.850170 1.159811 -1.880594 -1.20 -1.49 0.15 0.165
H 2.736626 -0.506449 -2.519598 -0.12 -0.35 -0.65 0.197


22
Properties=species:S:1:pos:R:3:forces:R:3:mulliken_spin:R:1 method="wB97M-V/def2-TZVPD" s2=0.755 gap_ev="8.72 / 7.22" lumo_ev="0.791 / -0.681" spin_multiplicity=2
C -2.155697 0.903055 -1.946466 0.90 0.96 0.04 0.004
C -1.407080 -0.091667 -1.133989 1.06 -0.37 -0.21 -0.002
C -0.465481 -0.983746 -1.565925 -0.18 0.39 0.71 0.044
C 1.200354 -0.157623 1.213292 3.06 0.05 -1.28 0.836
N 4.410626 0.308193 -0.405683 -0.03 -0.31 -0.66 0.007
C 3.441948 -0.202986 0.227841 0.31 -0.40 0.14 0.019
N 2.093651 0.044127 0.079453 -1.49 0.43 -0.07 0.054
N -2.814055 -0.171938 2.354228 -0.04 -0.08 -0.30 0.002
H -1.912177 1.944436 -1.693831 0.00 -0.03 -0.12 -0.002
H -2.007645 0.725259 -3.008099 0.09 0.12 -0.08 0.000
H -3.219293 0.809326 -1.741060 -0.11 -0.22 0.10 -0.002
H -1.473784 -0.022613 -0.054410 -1.77 -1.01 0.19 -0.027
H -0.487856 -1.991172 -1.155384 0.78 0.41 1.13 -0.001
H 0.493231 -0.694442 -1.999161 -0.87 -0.29 -1.83 -0.004
H 1.467842 0.674411 1.862345 -1.37 -0.12 0.84 0.046
H 1.384135 -1.182096 1.499575 -0.71 -0.12 0.82 0.019
H 4.072933 0.837707 -1.214376 0.10 0.39 0.32 0.000
H 3.673642 -0.956262 0.980725 -0.11 0.12 0.20 -0.003
H 1.883388 0.933542 -0.354068 0.32 -0.02 -0.27 0.004
H -1.809318 -0.213909 2.448898 0.07 0.10 0.13 0.005
H -3.183302 0.550275 2.953713 0.07 0.04 0.14 0.000
H -3.186053 -1.061876 2.652372 -0.07 -0.04 0.06 0.000


22
Properties=species:S:1:pos:R:3:forces:R:3:nbo_charge:R:1 method="wB97M-V/def2-TZVPD" total_charge=+1 gap_ev="9.39 / 9.39" lumo_ev="-4.075 / -4.074" spin_multiplicity=1
C 2.126056 -1.808911 -0.816015 0.25 1.86 0.02 0.033
C 0.294550 0.901157 1.855119 1.57 0.66 -2.14 -0.639
C -1.137175 -1.079939 1.322217 -1.59 -0.88 0.10 -0.625
C -0.626379 1.271929 -2.495701 -4.03 1.62 1.33 -0.111
C -0.926906 0.384191 1.058877 2.06 -1.32 -0.77 -0.059
N 1.737640 -0.604373 -0.904336 -0.79 -0.56 -0.52 -0.675
N -0.787023 0.303544 -0.438723 1.05 -0.25 2.14 -0.396
N -1.104708 1.248051 -1.269234 -1.18 2.40 -1.57 -0.172
H 3.143933 -1.945821 -0.552411 0.91 -0.98 0.07 0.182
H 0.101467 1.368871 2.784406 -0.86 0.00 1.13 0.249
H 1.083055 0.113111 2.025099 -0.92 0.76 -0.34 0.224
H 0.773165 1.769984 1.307904 -0.27 -1.01 0.26 0.216
H -0.168523 -1.597480 1.325511 -0.58 -0.16 -0.09 0.216
H -1.874249 -1.450272 0.584288 0.93 -0.19 -0.15 0.231
H -1.734834 -1.309898 2.193197 0.59 0.24 0.97 0.246
H 0.032296 0.476953 -2.494193 1.76 -1.25 -1.79 0.217
H -1.346181 1.749356 -3.253146 2.06 -0.54 0.95 0.255
H 1.441511 -2.592963 -1.008764 -0.51 -0.88 0.04 0.188
H -1.776586 0.945064 1.203626 -2.04 1.36 0.75 0.202
H 2.476574 0.059968 -0.784317 0.63 0.39 0.34 0.366
H 0.126148 -0.121378 -0.689019 0.12 -0.36 -0.29 0.418
H -1.853832 1.918854 -0.954387 0.85 -0.89 -0.45 0.434


22
Properties=species:S:1:pos:R:3:forces:R:3:nbo_charge:R:1 method="wB97M-V/def2-TZVPD" total_charge=+1 gap_ev=9.02 lumo_ev=-3.294 smiles="NCCCCNC=[NH2+]" spin_multiplicity=1
N -0.724167 -0.805462 2.659494 0.28 0.07 -0.26 -0.851
C -0.264452 0.550667 2.368899 -0.10 -0.66 -0.69 -0.213
C -0.057365 0.687257 0.859203 -0.40 -0.19 -0.13 -0.407
C 1.227888 0.024136 0.396818 0.87 0.73 0.07 -0.425
C 1.358518 -0.050107 -1.120254 0.41 -0.11 0.15 -0.236
N 0.350498 -0.957620 -1.700636 0.41 0.18 1.01 -0.489
C -0.777295 -0.669973 -2.258273 -0.32 0.04 -0.52 0.395
N -1.158460 0.527665 -2.647271 -0.06 0.39 -0.64 -0.724
H -1.700881 -0.901757 2.418096 -0.06 -0.12 0.29 0.358
H -0.566591 -1.047602 3.627669 -0.26 -0.05 0.00 0.377
H 0.681945 0.672909 2.855181 0.59 0.25 0.38 0.194
H -0.926832 1.317602 2.724630 -0.40 0.49 0.22 0.185
H -0.879388 0.178458 0.358542 -0.38 -0.27 0.11 0.178
H -0.192517 1.717192 0.512743 0.59 0.11 0.16 0.211
H 1.400989 -0.920674 0.901638 -0.44 -0.48 -0.14 0.236
H 2.106158 0.598405 0.724678 -0.21 0.20 -0.07 0.233
H 1.334972 0.970677 -1.488376 -0.41 -0.03 -0.51 0.213
H 2.305867 -0.478816 -1.445412 0.14 0.13 0.20 0.238
H 0.480182 -1.865362 -1.273163 -0.43 -0.33 -0.47 0.436
H -1.484379 -1.458104 -2.491313 0.14 -0.19 0.30 0.235
H -1.973144 0.589343 -3.238182 -0.13 -0.06 0.13 0.431
H -0.541537 1.321163 -2.744705 0.17 -0.09 0.40 0.426


22
Properties=species:S:1:pos:R:3:forces:R:3:nbo_charge:R:1 method="wB97M-V/def2-TZVPD" total_charge=+1 gap_ev=6.84 lumo_ev=-5.750 spin_multiplicity=1
C -1.736948 0.904146 0.675211 1.32 -1.05 1.45 0.609
C 1.155582 0.233500 -2.029344 1.71 1.12 -1.85 -0.774
C 2.470089 -0.692613 0.096300 0.83 -2.01 -0.62 -0.765
C -0.865435 -1.304486 0.936188 -2.21 0.51 -1.01 -0.457
C 1.630185 0.196017 -0.679675 0.35 -1.94 -0.58 0.437
N -3.024834 0.464820 0.951018 0.63 1.98 -0.22 -0.791
N -0.736428 0.098113 0.712191 1.62 -0.59 -0.72 -0.570
N -1.388170 2.231690 0.517050 -0.33 0.34 -0.28 -0.806
H 1.877541 -0.247214 -2.751371 0.01 0.56 0.77 0.303
H 0.396983 -0.438324 -2.241828 -2.09 -1.56 0.06 0.318
H 0.835320 1.237184 -2.435290 0.42 -1.05 0.87 0.278
H 2.538847 -1.639058 -0.439824 0.68 -0.11 0.03 0.241
H 1.987038 -0.990529 1.032582 -0.11 0.62 0.17 0.310
H 3.519484 -0.293779 0.392493 -1.83 -0.21 -0.70 0.323
H -0.031952 -1.803183 1.253251 2.70 -0.73 0.67 0.197
H -1.598629 -1.700063 1.594492 -1.05 0.56 1.70 0.194
H -1.249542 -1.840327 0.108522 0.10 -0.45 -1.83 0.201
H 1.553890 1.036931 -0.189259 -0.71 4.73 2.29 0.165
H -3.079445 -0.423660 1.427992 0.13 0.05 -0.08 0.402
H -3.437201 1.212489 1.488240 -0.98 -0.22 0.03 0.388
H -1.889282 2.956112 1.007608 -0.38 -0.14 -0.17 0.400
H -0.379365 2.399108 0.567001 -0.80 -0.40 0.00 0.397


22
Properties=species:S:1:pos:R:3:forces:R:3:nbo_charge:R:1 method="wB97M-V/def2-TZVPD" total_charge=+1 gap_ev=5.94 lumo_ev=-7.386 spin_multiplicity=1
C 2.977924 -1.280723 -0.048148 0.64 -0.82 0.99 -0.625
C 1.721029 -0.434292 -0.059232 -0.23 -0.01 -0.09 -0.384
C 0.734009 -0.824404 1.068933 0.10 0.41 -0.22 -0.456
C -0.491886 0.041777 0.961492 1.68 0.43 -1.35 0.138
C -1.793293 -0.557515 0.759387 -1.09 -0.17 1.04 0.342
N -2.962017 0.068602 0.700531 -0.22 -0.81 0.04 -0.715
N -0.366243 1.324102 1.038651 -1.27 -0.77 -0.04 -0.336
N -0.865691 2.024810 -2.396968 0.32 0.13 -0.34 -1.073
H 3.129890 -1.664669 0.971143 -0.17 -0.11 -0.09 0.208
H 2.979280 -2.161469 -0.688011 -0.25 0.11 -0.15 0.223
H 3.927854 -0.765856 -0.195712 -0.35 0.41 -0.52 0.238
H 1.165891 -0.456074 -0.997923 0.28 -0.05 -0.24 0.205
H 0.479351 -1.883792 1.026870 0.09 -0.02 0.18 0.219
H 1.227198 -0.557944 2.004994 -0.14 -0.38 0.17 0.255
H -1.941138 -1.619978 0.961354 0.58 0.04 0.69 0.224
H -3.409280 0.540658 -0.078742 0.64 1.08 0.25 0.468
H -3.626736 -0.375366 1.330426 -0.52 -0.40 -0.83 0.436
H -1.308673 1.692555 0.853744 0.35 0.69 0.23 0.327
H -1.229952 2.263056 -1.487751 -0.25 -0.12 -0.04 0.338
H -1.308119 1.223337 -2.824659 -0.19 -0.08 0.29 0.359
H 1.999992 0.594943 0.115001 -0.10 0.38 -0.03 0.229
H -1.039390 2.808241 -3.015380 0.10 0.06 0.08 0.380


23
Properties=species:S:1:pos:R:3:forces:R:3:nbo_charge:R:1 method="wB97M-V/def2-TZVPD" total_charge=+1 gap_ev=9.85 lumo_ev=-3.793 smiles="COC(C)(C)/C(N)=N/[NH3+]" spin_multiplicity=1
C 1.658983 1.507272 0.857362 1.40 0.98 -0.88 -0.267
O 1.560851 0.657639 -0.311001 -0.34 -1.25 0.41 -0.551
C 0.706275 -0.571374 -0.282631 -0.11 0.01 -0.01 0.216
C 1.056546 -1.388429 -1.562791 -2.22 -0.53 0.88 -0.616
C 0.698923 -1.535621 0.869855 2.10 2.12 3.25 -0.651
C -0.678990 0.072132 -0.283169 -1.06 -1.26 0.70 0.462
N -0.883348 0.783465 -1.357361 -4.49 3.41 0.40 -0.755
N -1.532542 -0.180361 0.702042 1.77 -0.23 0.10 -0.412
N -2.708656 0.651945 0.799443 1.10 0.55 -1.22 -0.551
H 2.184423 2.507562 0.530858 -1.29 -1.96 0.30 0.220
H 2.368792 1.064647 1.563106 -0.45 -0.05 0.19 0.202
H 0.687316 1.735550 1.314891 0.19 -0.12 -0.04 0.158
H 2.057439 -1.723485 -1.482710 0.86 -0.84 0.53 0.247
H 1.125376 -0.766804 -2.403255 -0.39 1.01 -1.44 0.212
H 0.290184 -2.247842 -1.762471 1.55 1.58 0.50 0.235
H 1.609341 -2.121884 0.955562 0.76 0.65 0.12 0.239
H 0.062335 -2.349183 0.725258 -1.97 -0.69 -0.29 0.243
H 0.488288 -0.950630 1.887620 0.43 -1.69 -2.13 0.232
H -0.153999 0.899309 -2.001920 1.01 0.47 -0.86 0.436
H -1.670990 1.547710 -1.314935 2.41 -1.98 -0.75 0.386
H -2.388782 1.542614 1.272712 -1.03 -0.65 -1.07 0.447
H -3.185911 0.682074 -0.126916 0.07 0.91 0.67 0.421
H -3.351860 0.183701 1.410444 -0.30 -0.43 0.66 0.447